Entry 1:
{"formula": "C14H11InN3O9", "method": "the ωB97M-V functional and the def2-TZVPD basis", "de_lowest_kj_mol": 0.0, "max_force_ha_per_bohr": 0.027, "lumo_ev": 2.576, "spin_multiplicity": 1, "e_homo_ha": -0.2508, "total_charge": -1, "species": ["In", "O", "C", "O", "C", "C", "C", "C", "C", "O", "C", "C", "O", "O", "H", "H", "H", "H", "H", "H", "H", "H", "O", "C", "O", "C", "C", "N", "N", "C", "C", "O", "O", "H", "H", "H", "N", "C"], "xyz": [[0.220, -0.151, -0.638], [-1.134, 2.344, 2.490], [-1.147, 1.427, 1.692], [-0.093, 0.918, 1.173], [-2.518, 0.887, 1.237], [-2.789, 1.386, -0.195], [-4.298, 1.303, -0.473], [-4.481, -0.217, -0.624], [-3.035, -0.709, -0.438], [-2.273, 0.347, -1.016], [-2.652, -0.639, 1.045], [-1.350, -1.429, 1.325], [-0.690, -1.818, 0.290], [-1.050, -1.706, 2.469], [-3.244, 1.287, 1.950], [-2.320, 2.339, -0.437], [-4.545, 1.823, -1.396], [-4.887, 1.726, 0.337], [-4.850, -0.479, -1.616], [-5.144, -0.637, 0.128], [-2.786, -1.658, -0.916], [-3.421, -1.054, 1.701], [3.724, -4.816, -0.635], [3.675, -4.321, 0.584], [4.177, -4.892, 1.527], [2.978, -3.019, 0.765], [2.753, -2.390, 1.985], [2.124, -1.241, 1.731], [1.929, -1.085, 0.432], [2.397, -2.153, -0.188], [2.084, -2.294, -1.658], [2.662, -3.164, -2.314], [1.211, -1.507, -2.104], [3.328, -4.217, -1.356], [3.011, -2.725, 2.971], [1.682, -0.590, 2.368], [0.998, 2.405, -2.553], [0.665, 1.513, -1.921]], "mulliken_charge": [2.2946, -0.7458, 0.0066, -0.6619, 0.1320, -0.0947, -0.9471, -0.9451, -0.0439, -0.6341, -0.1711, 0.0775, -0.7038, -0.7222, 0.5787, 0.5531, 0.3369, 0.3859, 0.3419, 0.3503, 0.7168, 0.5835, -0.5529, 0.3702, -0.6353, 0.5179, -0.5393, 0.0601, -0.4446, -0.0199, 0.8724, -0.8341, -0.6942, 0.4542, 0.5103, 0.2063, -0.6356, -0.3234]}


Entry 2:
{"formula": "C6H10O", "method": "the ωB97M-V functional and the def2-TZVPD basis", "de_lowest_kj_mol": 288.2, "max_force_ha_per_bohr": 0.055, "lumo_ev": 0.890, "spin_multiplicity": 1, "e_homo_ha": -0.3635, "total_charge": 0, "species": ["C", "C", "C", "C", "C", "O", "C", "H", "H", "H", "H", "H", "H", "H", "H", "H", "H"], "xyz": [[0.126, -0.161, 2.437], [0.028, -0.093, 0.902], [-1.135, 0.249, -0.071], [-0.179, -0.149, -1.203], [0.048, 0.505, -2.492], [-0.596, -0.764, -2.402], [0.841, -0.766, -0.237], [-0.844, -0.108, 2.923], [0.760, -0.968, 2.791], [0.674, 0.815, 2.765], [0.527, 0.846, 1.111], [-2.067, -0.330, -0.095], [-1.384, 1.314, -0.030], [-0.592, 1.330, -2.806], [1.041, 0.493, -2.945], [1.851, -0.352, -0.304], [0.901, -1.858, -0.346]], "mulliken_charge": [-1.2774, 0.5816, -0.8338, 0.9327, -0.4903, -0.5318, -0.8286, 0.2893, 0.2877, 0.2886, -0.0260, 0.3033, 0.2662, 0.2357, 0.2357, 0.2659, 0.3012]}


Entry 3:
{"formula": "C25H49HgNO2SSi2", "method": "the ωB97M-V functional and the def2-TZVPD basis", "de_lowest_kj_mol": 0.0, "max_force_ha_per_bohr": 0.030, "lumo_ev": 0.353, "spin_multiplicity": 1, "e_homo_ha": -0.2830, "total_charge": 0, "species": ["O", "O", "C", "C", "H", "H", "H", "H", "H", "C", "C", "H", "H", "H", "H", "H", "C", "C", "C", "H", "H", "H", "H", "H", "C", "H", "H", "H", "H", "H", "H", "Hg", "C", "Si", "H", "H", "C", "C", "C", "C", "Si", "H", "H", "C", "C", "C", "H", "H", "H", "H", "H", "H", "H", "H", "H", "H", "H", "H", "H", "H", "H", "H", "H", "H", "S", "C", "C", "C", "C", "C", "C", "C", "C", "C", "N", "H", "H", "H", "H", "H", "H"], "xyz": [[2.469, -0.916, 1.575], [2.922, 0.297, -5.114], [3.139, 0.361, 1.621], [4.322, 0.335, 2.552], [2.368, 1.053, 1.988], [3.448, 0.674, 0.611], [3.997, 0.294, 3.590], [4.854, 1.274, 2.416], [5.001, -0.493, 2.329], [2.346, -1.447, 0.260], [3.552, -1.318, -0.673], [1.532, -0.887, -0.224], [1.996, -2.489, 0.382], [3.357, -0.467, -1.335], [3.616, -2.208, -1.319], [4.512, -1.152, -0.162], [1.717, -0.371, -4.739], [2.867, 1.649, -4.661], [1.900, -1.881, -4.778], [0.914, -0.078, -5.443], [1.374, -0.076, -3.721], [2.573, -2.185, -5.587], [0.926, -2.357, -4.924], [2.311, -2.263, -3.833], [4.206, 2.321, -4.906], [2.626, 1.705, -3.576], [2.072, 2.200, -5.199], [4.996, 1.899, -4.271], [4.131, 3.389, -4.680], [4.511, 2.203, -5.952], [-1.000, 1.312, -1.260], [0.110, -0.438, 2.669], [-0.369, 2.124, -1.603], [-1.592, 3.532, -1.368], [0.512, 2.148, -0.939], [-0.049, 1.975, -2.643], [-0.733, 5.177, -1.023], [-2.582, 3.053, 0.185], [-2.643, 3.404, -2.951], [0.465, -2.480, 3.201], [-0.368, -3.616, 1.991], [-0.039, -2.501, 4.186], [1.556, -2.583, 3.304], [0.889, -4.993, 1.750], [-0.729, -2.866, 0.302], [-2.038, -4.113, 2.675], [-2.094, 2.809, -3.705], [-2.859, 4.402, -3.370], [-3.592, 2.881, -2.742], [-0.315, 5.167, 0.000], [-1.443, 6.018, -1.093], [0.084, 5.337, -1.745], [-1.904, 2.888, 1.042], [-3.137, 2.113, -0.007], [-3.294, 3.847, 0.474], [0.037, -3.159, -0.431], [-0.795, -1.770, 0.330], [-1.707, -3.255, -0.022], [-2.408, -4.993, 2.129], [-2.762, -3.292, 2.553], [-1.964, -4.358, 3.743], [0.362, -5.932, 1.532], [1.482, -5.107, 2.671], [1.570, -4.752, 0.918], [-3.452, 1.664, 4.654], [-1.998, 2.440, 5.108], [-0.910, 2.001, 4.361], [-1.243, 0.949, 3.459], [-2.612, 0.717, 3.431], [-3.388, -0.138, 2.555], [-4.698, -0.555, 2.908], [-5.463, -1.275, 1.996], [-4.920, -1.551, 0.738], [-3.613, -1.108, 0.463], [-2.853, -0.464, 1.356], [-1.997, 3.202, 5.889], [0.093, 2.419, 4.483], [-5.069, -0.315, 3.897], [-6.467, -1.613, 2.262], [-5.455, -2.114, -0.026], [-3.165, -1.306, -0.515]], "mulliken_charge": [-0.3577, -0.3921, -0.0583, -1.4369, 0.1889, 0.3483, 0.3296, 0.4156, 0.2736, 0.9259, -1.4226, 0.1051, -0.5627, 0.3519, 0.3693, 0.2863, 0.2421, 0.1461, -1.0923, 0.2968, -0.0670, 0.3269, 0.3582, 0.1250, -1.2940, 0.1155, 0.2540, 0.2958, 0.3780, 0.3155, 0.1092, 0.7186, -0.5890, 0.4254, 0.2463, 0.1686, -1.0154, -0.6744, -1.0992, -1.4619, 0.5586, 0.6081, 0.3374, -1.2764, -0.6205, -0.9194, 0.3104, 0.3258, 0.2950, 0.2808, 0.3056, 0.3048, 0.0930, 0.0637, 0.4187, 0.5137, -0.2549, 0.3491, 0.3100, 0.1371, 0.3432, 0.3449, 0.3378, 0.3121, -0.1884, -0.5180, -0.2487, -0.1096, 0.3185, 0.3707, -0.7301, -0.5936, -0.8881, -0.4527, 0.4520, 0.4044, 0.3583, 0.4522, 0.4038, 0.4073, 0.4905]}


Entry 4:
{"formula": "C2H8O2", "method": "the ωB97M-V functional and the def2-TZVPD basis", "de_lowest_kj_mol": 137.1, "max_force_ha_per_bohr": 0.071, "lumo_ev": 0.827, "spin_multiplicity": 1, "e_homo_ha": -0.3782, "total_charge": 0, "species": ["C", "O", "H", "H", "H", "H", "C", "O", "H", "H", "H", "H"], "xyz": [[-2.743, -2.739, -2.105], [-2.555, -4.106, -1.973], [-3.776, -2.473, -2.388], [-2.054, -2.327, -2.861], [-2.515, -2.274, -1.131], [-2.742, -4.190, -1.015], [-0.533, 2.254, -4.706], [-1.767, 2.706, -4.986], [-0.518, 1.364, -4.054], [0.209, 2.978, -4.330], [-0.242, 1.948, -5.725], [-1.648, 3.101, -5.874]], "mulliken_charge": [-0.4761, -0.4838, 0.2199, 0.1624, 0.2464, 0.3311, -0.4651, -0.4816, 0.1850, 0.2089, 0.2141, 0.3388]}


Entry 5:
{"formula": "C25H55FN6O2P", "method": "the ωB97M-V functional and the def2-TZVPD basis", "max_force_ha_per_bohr": 0.151, "lumo_ev": -4.587, "spin_multiplicity": 1, "e_homo_ha": -0.3421, "total_charge": 1, "species": ["N", "C", "C", "C", "N", "C", "C", "C", "O", "F", "C", "P", "N", "O", "H", "H", "H", "H", "H", "H", "H", "H", "H", "H", "C", "C", "N", "C", "C", "C", "C", "H", "H", "H", "H", "H", "H", "H", "H", "H", "H", "H", "H", "H", "H", "H", "C", "C", "N", "C", "C", "C", "C", "H", "H", "H", "H", "H", "H", "H", "H", "H", "H", "H", "H", "H", "H", "H", "C", "C", "N", "C", "C", "C", "C", "H", "H", "H", "H", "H", "H", "H", "H", "H", "H", "H", "H", "H", "H", "H"], "xyz": [[4.849, -0.217, 1.346], [3.401, -0.413, 1.483], [2.509, 0.850, 1.125], [0.982, 0.690, 1.225], [0.363, -0.561, 1.671], [1.143, -1.751, 2.013], [0.419, -3.122, 2.489], [-1.148, -3.143, 2.080], [-2.093, -2.837, 2.882], [-1.400, -3.516, 0.677], [2.704, -1.740, 1.931], [3.798, -3.260, 2.305], [4.654, -3.524, 0.758], [5.048, -2.872, 3.408], [5.020, 0.716, 1.775], [5.385, -0.920, 1.881], [2.998, 1.827, 0.802], [0.319, 1.591, 0.936], [-0.676, -0.550, 1.690], [0.463, -3.107, 3.634], [0.968, -4.061, 2.146], [4.012, -3.144, 0.029], [4.825, -4.528, 0.609], [4.723, -2.795, 4.333], [-5.326, 1.413, -1.922], [-5.272, 0.066, -1.211], [-4.265, 0.003, -0.157], [-3.984, -1.356, 0.299], [-5.117, -2.125, 0.967], [-4.370, 1.008, 0.897], [-5.684, 1.097, 1.670], [-4.339, 1.705, -2.291], [-6.000, 1.353, -2.781], [-5.702, 2.203, -1.267], [-5.031, -0.684, -1.974], [-6.272, -0.182, -0.835], [-3.120, -1.350, 0.976], [-3.649, -1.939, -0.568], [-5.321, -1.751, 1.971], [-4.833, -3.176, 1.071], [-6.040, -2.094, 0.384], [-4.174, 1.990, 0.451], [-3.549, 0.872, 1.612], [-6.554, 1.122, 1.011], [-5.699, 2.019, 2.259], [-5.801, 0.271, 2.371], [-6.179, -1.390, -5.059], [-5.831, -1.107, -6.517], [-6.636, -0.043, -7.111], [-6.542, 0.010, -8.568], [-5.181, 0.333, -9.180], [-6.603, 1.251, -6.434], [-5.242, 1.912, -6.229], [-7.249, -1.578, -4.938], [-5.642, -2.278, -4.714], [-5.895, -0.562, -4.404], [-6.011, -2.036, -7.070], [-4.757, -0.899, -6.595], [-7.280, 0.724, -8.952], [-6.866, -0.961, -8.962], [-4.917, 1.384, -9.049], [-5.210, 0.146, -10.257], [-4.382, -0.285, -8.765], [-7.072, 1.132, -5.451], [-7.261, 1.952, -6.960], [-4.503, 1.226, -5.809], [-5.343, 2.746, -5.527], [-4.845, 2.325, -7.156], [7.009, -0.370, 5.235], [7.358, 0.924, 4.508], [7.926, 1.944, 5.379], [7.958, 3.274, 4.775], [8.828, 3.469, 3.535], [9.125, 1.564, 6.123], [10.330, 1.069, 5.326], [6.369, -0.177, 6.101], [6.468, -1.041, 4.562], [7.903, -0.900, 5.574], [6.424, 1.308, 4.078], [8.020, 0.693, 3.663], [8.253, 4.009, 5.532], [6.929, 3.548, 4.509], [9.890, 3.474, 3.783], [8.605, 4.439, 3.080], [8.647, 2.705, 2.776], [8.848, 0.781, 6.837], [9.440, 2.402, 6.755], [10.061, 0.306, 4.592], [11.056, 0.618, 6.008], [10.841, 1.883, 4.811]], "mulliken_charge": [-0.5441, 0.4615, -0.6502, -0.2203, 0.0918, 0.2055, -0.4413, 0.4594, -0.4195, -0.2581, 0.0383, 0.1871, -0.5725, -0.5046, 0.2888, 0.3728, 0.3576, 0.3596, 0.1216, 0.3277, 0.4418, 0.2807, 0.2857, 0.3347, -1.3368, -0.4074, 0.1888, 0.3973, -1.2713, -0.4778, -1.0987, 0.3095, 0.3195, 0.3841, 0.4463, 0.2702, -0.7436, 0.4074, 0.2680, 0.4272, 0.3519, 0.4222, 0.1819, 0.2631, 0.4060, 0.2596, -1.0907, -0.3809, 0.0822, -0.7085, -0.9535, -0.7203, -0.9341, 0.3337, 0.4589, -0.0645, 0.4665, 0.2687, 0.3598, 0.4101, 0.2156, 0.3965, 0.2685, 0.3581, 0.3530, 0.2245, 0.3678, 0.2885, -1.0145, -0.3453, 0.0778, -0.6578, -0.9608, -0.6868, -0.9379, 0.3616, 0.0106, 0.3204, 0.3603, 0.3018, 0.3451, 0.3793, 0.2202, 0.3994, 0.2570, 0.3523, 0.3765, 0.2447, 0.3772, 0.2475]}